Record 1
Below is a molecular structure, C16H20GdN4O6 at a distorted geometry, with properties calculated with the ωB97M-V functional and the def2-TZVPD basis.

Structure (XYZ):
```
47
Properties=species:S:1:pos:R:3:mulliken_charge:R:1
H 5.88 -0.13 1.72 0.4271
C -0.74 1.11 3.73 0.6079
H 4.79 2.05 1.17 0.4584
H -0.62 0.18 -3.42 0.4399
C 0.91 1.06 -2.15 -0.7360
N -0.90 0.68 2.63 -0.6296
H 4.43 -2.20 1.78 0.5560
C 4.82 -0.08 1.50 -0.6065
N -0.68 1.56 4.88 -0.6222
C -3.44 -1.10 -0.50 -0.3610
C -0.93 2.45 -1.36 -0.7345
H -3.58 0.19 1.22 0.3033
H -2.50 -3.39 -1.28 0.4694
C 2.70 -1.12 1.26 0.4297
C 1.81 -2.36 1.33 0.5207
O -2.31 1.00 -0.14 -0.2130
H -3.45 -1.03 -1.59 0.3082
C 2.88 1.15 0.94 -0.2061
H 1.88 0.77 -1.75 0.2305
H -2.28 0.97 -2.21 0.1760
O -0.29 -0.94 -1.73 0.2759
H 1.06 1.83 -2.91 0.5045
C 0.29 2.21 5.50 0.4391
H -0.76 2.95 -2.31 0.4272
O -2.22 -1.71 -0.07 -0.2588
C 4.23 1.13 1.20 -0.6701
O 0.18 1.60 -1.04 -0.0445
H 2.37 2.08 0.71 0.5239
H 0.92 -0.69 -3.40 0.4608
O 0.57 -2.17 0.93 -0.5254
C 4.04 -1.22 1.54 -0.4242
O 2.26 -3.40 1.72 -0.6251
C -2.24 1.68 -1.38 -0.4062
Gd -0.30 -0.26 0.72 1.1241
C 0.21 -0.13 -2.78 -0.7194
H -1.81 -1.69 -2.89 0.4313
H -0.43 -2.78 -2.69 0.3837
C -3.51 0.27 0.13 -0.8594
C -1.07 -2.06 -2.18 -0.6608
C -1.71 -2.71 -0.97 -0.8026
N 1.11 2.79 6.07 -0.4528
H -4.29 -1.72 -0.19 0.4296
H -3.07 2.38 -1.48 0.5416
N 2.12 0.05 0.97 -0.0464
H -0.97 3.20 -0.57 0.3283
H -0.97 -3.27 -0.39 0.3107
H -4.39 0.81 -0.23 0.4967
```

* frontier orbital gap (spin up / spin down): 6.03 / 4.19 eV
* 2S+1: 8
* E_HOMO (spin up / spin down): -9.04 / -11.43 eV
* expectation value of S²: 16.09
* net charge: +1

Record 2
Below is C16H20N2O3 in the gas phase, with properties calculated with the ωB97M-V functional and the def2-TZVPD basis.

Structure (XYZ):
```
41
Properties=species:S:1:pos:R:3:mulliken_charge:R:1
H -3.02 -0.83 1.90 0.4184
C 2.96 -0.53 0.24 0.0908
C 4.20 -1.08 -0.01 -0.4487
C -3.46 -0.36 1.02 -1.1529
C 1.73 -1.13 0.82 0.4797
N -2.65 -0.66 -0.15 0.3753
O -0.65 -0.85 -1.18 -0.6766
H -2.81 1.56 -1.37 0.1869
H -0.98 0.61 1.60 0.2346
O 1.53 -2.25 1.22 -0.6536
H 4.40 -2.12 0.22 0.4840
H -3.82 2.97 -1.67 0.3456
N 0.81 -0.10 0.86 0.2964
C 5.17 -0.26 -0.58 -0.4596
C -3.68 1.13 1.29 -0.3487
H -5.10 1.31 -0.33 0.2723
H 5.67 1.68 -1.32 0.3909
C 4.90 1.06 -0.88 -0.4695
H 6.15 -0.67 -0.79 0.3907
C -1.30 -0.63 -0.18 0.8127
C -3.32 2.39 -0.89 -1.0397
H 3.43 2.65 -0.86 0.4922
C -3.62 -2.63 -1.27 -1.2457
H -2.56 3.02 -0.43 0.3202
H -2.68 -0.93 -2.19 0.4045
H -4.33 1.18 2.17 0.3993
H -0.68 -1.15 1.83 0.3585
H -4.43 -0.83 0.86 0.4825
H -4.26 -2.87 -0.42 0.2991
C 3.65 1.62 -0.63 -0.4372
H -4.26 -0.57 -1.47 0.3690
H -2.69 -3.18 -1.17 0.2935
C 2.69 0.80 -0.07 0.1285
H -4.13 -2.95 -2.18 0.4247
H -4.82 2.79 0.57 0.3787
C -0.59 -0.30 1.14 -0.9976
H -2.74 1.62 1.55 0.1895
C -4.33 1.92 0.15 -0.5596
C 1.28 1.08 0.31 0.4331
C -3.34 -1.13 -1.34 -0.6081
O 0.64 2.10 0.22 -0.6541
```

* frontier orbital gap: 9.08 eV
* 2S+1: 1
* E_HOMO: -9.25 eV

Record 3
Below is C16H20N4O3S in the gas phase at a distorted geometry, with properties calculated with the ωB97M-V functional and the def2-TZVPD basis.

Structure (XYZ):
```
44
Properties=species:S:1:pos:R:3:mulliken_charge:R:1
H -1.92 -0.54 -0.01 0.2939
H -0.40 0.08 0.69 0.3902
C 5.68 0.72 5.18 -1.2808
C -1.01 1.08 -1.12 -1.1440
C -4.87 3.10 -0.38 -0.4861
O -0.84 -3.45 -0.29 -0.6435
H 0.01 1.44 -1.32 0.3017
C 1.83 -1.68 1.19 0.3748
N 3.08 0.12 1.23 -1.1414
H 0.82 -3.42 1.37 0.2696
H -5.30 4.81 -1.73 0.4841
H -1.56 1.87 -0.60 0.6088
H 4.16 -0.76 4.83 0.3425
C -3.58 2.17 -1.93 0.0667
C -0.94 -0.23 -3.14 -1.0808
C -2.81 1.28 -2.84 0.8523
N -1.65 0.77 -2.37 0.1093
H 5.68 -0.74 2.85 0.3196
H 0.06 0.15 -3.38 0.3748
C -0.10 -2.51 -0.17 -0.2155
N 2.05 -0.51 0.69 0.3531
N 0.85 -2.56 0.84 -0.0475
H 3.66 0.90 4.46 0.3017
S 2.98 -2.12 2.46 -0.2201
C -4.05 1.99 -0.65 -0.2566
O -3.23 1.02 -3.95 -0.6735
H -0.26 -2.26 -2.92 0.4409
C -0.83 -1.52 -2.34 -0.7041
H 5.41 0.87 6.22 0.3568
H -1.82 -1.93 -2.16 0.3185
H -1.49 -0.38 -4.07 0.4752
C -0.92 -0.17 -0.24 -0.4847
C -0.14 -1.25 -1.00 0.3318
C 4.49 0.19 4.40 -0.2698
C 4.85 -0.03 2.92 -0.5322
O -4.07 3.31 -2.44 -0.3119
H 6.51 0.02 5.14 0.3272
H 0.88 -0.90 -1.17 0.4639
H -5.41 3.30 0.53 0.4393
H -3.86 1.16 -0.01 0.4648
C -4.84 3.88 -1.50 -0.5042
C 3.70 -0.53 2.15 0.3006
H 6.01 1.67 4.78 0.3302
H 5.17 0.92 2.47 0.3047
```

* frontier orbital gap: 9.10 eV
* 2S+1: 1
* E_HOMO: -8.77 eV

Record 4
Below is a molecular structure, C16H21BeF6N8O4S2 at a distorted geometry, with properties calculated with the ωB97M-V functional and the def2-TZVPD basis.

Structure (XYZ):
```
58
Properties=species:S:1:pos:R:3:mulliken_charge:R:1
N 1.35 -0.04 0.29 0.1877
F 2.50 3.49 -0.60 -0.2053
C -0.89 -4.66 1.75 -0.9302
Be 3.06 -1.86 -0.05 1.2676
N 4.96 0.00 -0.21 -0.3985
O 2.37 1.58 1.77 -0.5732
C -2.49 -3.77 -3.90 0.3605
H -0.54 1.27 5.94 0.3928
F 1.03 2.41 -1.82 -0.2380
H -3.40 -1.48 -2.19 0.2014
H -0.78 -4.82 -3.90 0.3912
C 1.94 2.27 -0.91 0.6766
H -0.56 -3.19 -3.39 0.1850
C 5.29 1.08 -0.17 0.4579
C 0.34 -4.04 1.24 0.3967
H -1.55 3.65 3.24 -0.0834
H -1.80 3.80 1.54 0.1067
C -4.14 -1.29 -1.41 -0.1201
C 5.73 2.49 -0.09 -0.8728
F -1.95 -1.92 1.43 -0.1523
N 1.31 -3.59 0.90 -0.2512
S 1.30 1.38 0.77 0.2633
C 1.93 1.41 -4.30 -0.4867
H 5.65 2.92 -1.09 0.3192
N 1.03 5.14 1.94 -0.4369
F 2.90 1.58 -1.48 -0.2742
O 0.02 1.96 1.17 -0.3031
H -1.19 0.09 4.81 0.0666
H 0.90 1.53 -3.95 0.2117
N -3.50 2.04 4.93 -0.4205
H -0.47 1.71 4.28 0.0782
C -1.22 -4.04 -3.27 -0.5402
O -0.19 -1.94 -0.80 -0.4563
H 5.16 3.11 0.60 0.3191
H -4.07 -0.23 -1.14 0.4139
H -2.15 5.15 2.54 0.3818
H -1.76 -4.38 1.17 0.2225
C -1.10 -0.90 1.61 0.5630
C -5.40 -1.75 -1.92 0.1179
F -0.18 -1.10 2.55 -0.2006
F -1.84 0.23 1.88 -0.1435
H -3.87 -1.93 -0.57 0.1584
N -6.45 -2.03 -2.27 0.0232
N 2.18 -1.01 -5.04 -0.4212
C -1.07 1.16 5.00 -0.3883
H 6.78 2.40 0.16 0.3780
H -1.34 -4.43 -2.26 0.1779
H -1.08 -4.40 2.79 0.3575
C 2.07 0.03 -4.66 0.3590
H 2.65 1.73 -3.55 0.0302
H 1.97 1.90 -5.27 0.3739
S -0.22 -0.59 -0.13 0.5616
C -0.04 4.78 2.18 0.4379
C -1.43 4.35 2.41 -0.3885
H -0.81 -5.75 1.68 0.3811
C -2.42 1.65 4.95 0.3254
N -3.52 -3.55 -4.38 -0.3569
O -1.01 0.42 -0.77 -0.5034
```

* frontier orbital gap (spin up / spin down): 4.25 / 1.73 eV
* 2S+1: 2
* E_HOMO (spin up / spin down): -15.02 / -15.02 eV
* expectation value of S²: 0.76
* net charge: +2

Record 5
Below is 2 unconnected molecules or ions with the total composition C16H21Cl4N2O2P at a distorted geometry, with properties calculated with the ωB97M-V functional and the def2-TZVPD basis.

Structure (XYZ):
```
46
Properties=species:S:1:pos:R:3:mulliken_charge:R:1
H -0.96 -4.90 0.42 0.4406
H -0.97 -3.82 1.87 0.3328
H 0.50 -3.07 -1.54 0.4099
C -0.09 2.47 -2.68 0.0294
P 1.43 -1.66 0.76 -0.1290
H -0.60 1.43 -1.29 -0.3286
C 3.08 0.19 2.69 -1.4775
Cl -3.13 5.03 -2.97 -0.1796
H 2.44 0.18 3.59 0.3411
H -2.93 -2.64 1.10 0.4357
H 4.05 1.60 0.58 0.4723
H -2.96 -3.53 -0.42 0.4767
N 1.19 -0.03 1.29 0.9123
C -0.81 3.63 -2.66 0.0104
C -2.25 3.59 -2.64 0.3114
H 4.01 0.72 2.87 0.4444
N -0.29 -1.66 0.64 0.8713
H -1.73 -1.30 2.19 0.4898
H 3.27 -0.85 2.38 0.3851
Cl -0.01 5.11 -2.64 -0.2244
C -0.81 -0.98 1.73 -0.4997
C 3.17 1.00 0.32 -1.1690
C -2.95 2.43 -2.41 0.0025
H 2.80 2.86 2.21 0.4602
H -0.87 -2.04 -2.04 0.2132
C -2.32 1.19 -2.02 -0.0398
C -0.79 1.22 -2.32 1.2924
H 1.34 2.29 2.99 0.3962
O -2.82 0.24 -1.47 -0.6459
C -2.54 -2.64 0.07 -1.5078
Cl -4.64 2.34 -2.31 -0.1854
H 3.50 0.02 -0.06 0.4418
H 1.31 2.84 1.28 0.3313
H 0.53 -3.98 0.90 0.4028
C -0.58 -3.98 0.86 -1.5392
C 2.31 0.88 1.57 0.6837
H 0.00 0.63 2.98 0.4509
C -0.58 -2.92 -1.44 -1.4563
H -1.09 -3.80 -1.84 0.4624
C 1.88 2.28 2.03 -1.5415
O -0.46 0.20 -3.06 -0.9300
C 0.06 -0.01 2.12 -0.5211
H 2.61 1.52 -0.47 -0.0535
Cl 1.61 2.45 -2.70 -0.1704
H -2.90 -1.75 -0.47 0.2699
C -1.02 -2.79 0.02 0.8284
```

* frontier orbital gap: 3.91 eV
* 2S+1: 1
* E_HOMO: -6.40 eV

What did the fourth record say?
Below is a molecular structure, C16H21BeF6N8O4S2 at a distorted geometry, with properties calculated with the ωB97M-V functional and the def2-TZVPD basis.

Structure (XYZ):
```
58
Properties=species:S:1:pos:R:3:mulliken_charge:R:1
N 1.35 -0.04 0.29 0.1877
F 2.50 3.49 -0.60 -0.2053
C -0.89 -4.66 1.75 -0.9302
Be 3.06 -1.86 -0.05 1.2676
N 4.96 0.00 -0.21 -0.3985
O 2.37 1.58 1.77 -0.5732
C -2.49 -3.77 -3.90 0.3605
H -0.54 1.27 5.94 0.3928
F 1.03 2.41 -1.82 -0.2380
H -3.40 -1.48 -2.19 0.2014
H -0.78 -4.82 -3.90 0.3912
C 1.94 2.27 -0.91 0.6766
H -0.56 -3.19 -3.39 0.1850
C 5.29 1.08 -0.17 0.4579
C 0.34 -4.04 1.24 0.3967
H -1.55 3.65 3.24 -0.0834
H -1.80 3.80 1.54 0.1067
C -4.14 -1.29 -1.41 -0.1201
C 5.73 2.49 -0.09 -0.8728
F -1.95 -1.92 1.43 -0.1523
N 1.31 -3.59 0.90 -0.2512
S 1.30 1.38 0.77 0.2633
C 1.93 1.41 -4.30 -0.4867
H 5.65 2.92 -1.09 0.3192
N 1.03 5.14 1.94 -0.4369
F 2.90 1.58 -1.48 -0.2742
O 0.02 1.96 1.17 -0.3031
H -1.19 0.09 4.81 0.0666
H 0.90 1.53 -3.95 0.2117
N -3.50 2.04 4.93 -0.4205
H -0.47 1.71 4.28 0.0782
C -1.22 -4.04 -3.27 -0.5402
O -0.19 -1.94 -0.80 -0.4563
H 5.16 3.11 0.60 0.3191
H -4.07 -0.23 -1.14 0.4139
H -2.15 5.15 2.54 0.3818
H -1.76 -4.38 1.17 0.2225
C -1.10 -0.90 1.61 0.5630
C -5.40 -1.75 -1.92 0.1179
F -0.18 -1.10 2.55 -0.2006
F -1.84 0.23 1.88 -0.1435
H -3.87 -1.93 -0.57 0.1584
N -6.45 -2.03 -2.27 0.0232
N 2.18 -1.01 -5.04 -0.4212
C -1.07 1.16 5.00 -0.3883
H 6.78 2.40 0.16 0.3780
H -1.34 -4.43 -2.26 0.1779
H -1.08 -4.40 2.79 0.3575
C 2.07 0.03 -4.66 0.3590
H 2.65 1.73 -3.55 0.0302
H 1.97 1.90 -5.27 0.3739
S -0.22 -0.59 -0.13 0.5616
C -0.04 4.78 2.18 0.4379
C -1.43 4.35 2.41 -0.3885
H -0.81 -5.75 1.68 0.3811
C -2.42 1.65 4.95 0.3254
N -3.52 -3.55 -4.38 -0.3569
O -1.01 0.42 -0.77 -0.5034
```

* frontier orbital gap (spin up / spin down): 4.25 / 1.73 eV
* 2S+1: 2
* E_HOMO (spin up / spin down): -15.02 / -15.02 eV
* expectation value of S²: 0.76
* net charge: +2

Q: The highest 2S+1 belongs to which entry?
A: C16H20GdN4O6

Repeat the fifth record exactly.
Below is 2 unconnected molecules or ions with the total composition C16H21Cl4N2O2P at a distorted geometry, with properties calculated with the ωB97M-V functional and the def2-TZVPD basis.

Structure (XYZ):
```
46
Properties=species:S:1:pos:R:3:mulliken_charge:R:1
H -0.96 -4.90 0.42 0.4406
H -0.97 -3.82 1.87 0.3328
H 0.50 -3.07 -1.54 0.4099
C -0.09 2.47 -2.68 0.0294
P 1.43 -1.66 0.76 -0.1290
H -0.60 1.43 -1.29 -0.3286
C 3.08 0.19 2.69 -1.4775
Cl -3.13 5.03 -2.97 -0.1796
H 2.44 0.18 3.59 0.3411
H -2.93 -2.64 1.10 0.4357
H 4.05 1.60 0.58 0.4723
H -2.96 -3.53 -0.42 0.4767
N 1.19 -0.03 1.29 0.9123
C -0.81 3.63 -2.66 0.0104
C -2.25 3.59 -2.64 0.3114
H 4.01 0.72 2.87 0.4444
N -0.29 -1.66 0.64 0.8713
H -1.73 -1.30 2.19 0.4898
H 3.27 -0.85 2.38 0.3851
Cl -0.01 5.11 -2.64 -0.2244
C -0.81 -0.98 1.73 -0.4997
C 3.17 1.00 0.32 -1.1690
C -2.95 2.43 -2.41 0.0025
H 2.80 2.86 2.21 0.4602
H -0.87 -2.04 -2.04 0.2132
C -2.32 1.19 -2.02 -0.0398
C -0.79 1.22 -2.32 1.2924
H 1.34 2.29 2.99 0.3962
O -2.82 0.24 -1.47 -0.6459
C -2.54 -2.64 0.07 -1.5078
Cl -4.64 2.34 -2.31 -0.1854
H 3.50 0.02 -0.06 0.4418
H 1.31 2.84 1.28 0.3313
H 0.53 -3.98 0.90 0.4028
C -0.58 -3.98 0.86 -1.5392
C 2.31 0.88 1.57 0.6837
H 0.00 0.63 2.98 0.4509
C -0.58 -2.92 -1.44 -1.4563
H -1.09 -3.80 -1.84 0.4624
C 1.88 2.28 2.03 -1.5415
O -0.46 0.20 -3.06 -0.9300
C 0.06 -0.01 2.12 -0.5211
H 2.61 1.52 -0.47 -0.0535
Cl 1.61 2.45 -2.70 -0.1704
H -2.90 -1.75 -0.47 0.2699
C -1.02 -2.79 0.02 0.8284
```

* frontier orbital gap: 3.91 eV
* 2S+1: 1
* E_HOMO: -6.40 eV